Entry 1:
A 2-piece molecular cluster, C12H23Br3F3N4O overall. Source: the Open Molecules 2025 dataset; level of theory: ωB97M-V/def2-TZVPD.

The geometry in XYZ format:
```
46
Properties=species:S:1:pos:R:3:forces:R:3:nbo_charge:R:1
C 2.8510 -3.1999 0.7426 0.0 0.0 0.0 -0.6113
C 3.7890 -2.8051 -0.3944 0.0 0.0 0.0 -0.4237
C 4.1962 -1.3333 -0.3895 0.0 0.0 0.0 -0.2286
N 3.0548 -0.4487 -0.0731 0.1 -0.1 0.0 -0.5141
Br 3.5843 1.3555 -0.0095 0.1 0.1 0.0 0.2571
C 1.9475 -0.5253 -0.9235 -0.2 -0.3 0.2 0.6923
N 2.1175 -0.8165 -2.2189 0.2 0.5 -0.3 -0.7710
N 0.7654 -0.3960 -0.3888 -0.2 0.0 0.1 -0.3155
C 0.6300 -0.0307 1.0296 0.0 0.1 0.1 -0.4197
C -0.4274 -0.4845 -1.2479 0.1 0.3 -0.1 -0.2355
C -1.6920 -0.8523 -0.4764 0.0 -0.2 0.1 -0.4976
C -2.7112 -1.5466 -1.3859 0.0 0.1 -0.1 0.2578
F -2.4311 -1.3055 -2.7027 0.0 0.1 -0.1 -0.3413
Br -4.5006 -0.8925 -1.0361 0.0 0.0 0.0 0.0835
C -2.7303 -3.0815 -1.2432 0.0 -0.1 0.0 0.6156
F -3.5174 -3.6185 -2.1696 0.0 0.0 0.1 -0.2964
F -3.1674 -3.4333 -0.0312 0.0 0.0 0.0 -0.3097
Br -0.9387 -3.8236 -1.4688 0.0 -0.1 0.0 0.0018
H 1.8306 -2.8420 0.5882 0.0 0.0 0.0 0.1938
H 3.2085 -2.8118 1.6975 0.0 0.0 0.0 0.2170
H 2.7962 -4.2841 0.8236 0.0 0.0 0.0 0.2340
H 4.7187 -3.3694 -0.3064 0.0 0.0 -0.1 0.2372
H 3.3574 -3.0788 -1.3587 0.0 0.0 0.0 0.2089
H 4.9254 -1.1425 0.3964 0.0 0.0 0.0 0.2347
H 4.6741 -1.0531 -1.3362 0.1 0.0 0.0 0.1832
H 1.3972 -0.5615 -2.8767 -0.1 -0.2 0.0 0.4246
H 3.0531 -0.6704 -2.5708 0.0 -0.2 0.0 0.4197
H -0.4153 0.1586 1.2277 0.1 0.0 0.1 0.2465
H 1.1503 0.9027 1.2181 0.0 0.0 0.0 0.2445
H 1.0185 -0.8172 1.6718 0.0 -0.1 -0.1 0.2268
H -0.2372 -1.2412 -2.0036 0.0 0.0 0.1 0.2311
H -0.5597 0.4795 -1.7468 0.0 0.0 0.0 0.2319
H -1.4497 -1.5382 0.3367 -0.1 0.0 0.0 0.2525
H -2.1439 0.0291 -0.0304 0.0 0.1 0.0 0.2632
C -1.1424 4.1819 2.4930 0.0 0.0 0.0 -0.7230
C -1.5747 3.3444 1.3149 0.0 0.1 0.0 0.6931
O -0.8582 2.4472 0.8738 -0.1 -0.1 -0.1 -0.7019
N -2.7727 3.6126 0.7564 0.0 0.0 0.0 -0.5959
C -3.7382 4.6251 1.1449 0.0 0.0 0.0 -0.4148
H -0.1644 3.8372 2.8130 0.0 0.0 0.0 0.2432
H -1.0794 5.2362 2.2229 0.0 0.0 0.0 0.2379
H -1.8450 4.0870 3.3213 0.0 0.0 0.0 0.2370
H -2.9997 3.0288 -0.0338 0.0 0.0 0.0 0.3979
H -4.6888 4.1689 1.4207 0.0 0.0 0.0 0.2081
H -3.9116 5.3280 0.3301 0.0 0.0 0.0 0.2088
H -3.3685 5.1815 1.9996 0.0 0.0 0.0 0.2161
```
Forces are in eV/Å.

## Properties
Lowest unoccupied orbital energy = -3.6 eV
Total energy = -8786.729159 Ha
Charge = +1
HOMO = -0.4516 Ha

***

Entry 2:
C12H23CdNO9 as an isolated structure at a distorted geometry. Source: the Open Molecules 2025 dataset; level of theory: ωB97M-V/def2-TZVPD.

The geometry in XYZ format:
```
46
Properties=species:S:1:pos:R:3:forces:R:3:nbo_charge:R:1
Cd 13.2929 -5.9764 3.3281 -1.7 0.7 0.2 1.7674
C 9.4178 -5.7973 1.8725 -0.1 0.1 0.4 -0.5136
C 8.2944 -5.0842 1.3225 0.0 0.3 -0.2 0.4587
C 7.9973 -3.6303 1.8545 0.2 -0.2 -0.3 0.4167
O 7.0888 -3.0213 1.3059 -0.1 0.1 0.1 -0.6017
C 8.8546 -3.1120 2.8628 0.2 -0.3 0.1 -0.5248
C 9.8952 -3.8594 3.4137 -0.3 0.9 0.0 0.3796
C 10.1598 -5.2444 2.8728 0.2 0.0 -0.5 0.3906
O 11.2004 -5.8159 3.3625 0.2 -1.2 0.6 -0.9556
O 10.6935 -3.4561 4.3014 0.5 0.3 0.1 -0.7749
O 7.6212 -5.5178 0.4055 -0.1 -0.2 -0.1 -0.5780
H 9.6458 -6.7968 1.5115 -0.1 0.0 0.0 0.1819
H 8.6949 -2.0934 3.1936 0.0 0.0 0.1 0.2071
O 13.3778 -3.7089 3.2073 0.9 0.5 -0.3 -1.0046
H 12.8408 -2.9916 3.5751 -0.9 -0.4 0.2 0.5469
H 13.9576 -3.3134 2.5506 0.0 0.2 0.0 0.4820
O 15.5572 -5.9728 3.3789 0.9 0.0 0.1 -0.9823
H 16.2382 -6.4788 2.9263 0.0 -0.1 -0.2 0.5047
H 16.0221 -5.4661 4.0520 0.0 0.2 0.0 0.5038
O 13.5427 -5.9822 5.5332 0.0 -0.1 1.1 -0.9991
H 12.7076 -5.7778 5.9784 -0.2 0.2 -0.2 0.5298
H 14.2315 -5.8069 6.1788 0.1 0.0 0.0 0.4973
C 15.8643 -11.1479 3.3262 0.1 -0.2 -0.1 -0.2526
O 14.5194 -11.0496 2.9113 -0.1 -0.1 -0.1 -0.5364
C 13.6571 -10.5329 3.8900 -0.3 0.2 0.5 -0.0889
C 13.7722 -9.0282 4.1219 0.1 -0.4 -0.2 -0.2551
N 13.1459 -8.2076 3.0629 0.5 -1.4 -0.6 -0.7092
C 13.7592 -8.3541 1.7086 0.3 0.1 -0.1 -0.2619
C 13.0504 -7.4520 0.7099 -0.5 -0.3 -0.2 -0.0816
O 13.0738 -6.0990 1.1323 0.6 -0.3 -1.0 -0.6191
C 12.4848 -5.2099 0.1831 -0.1 0.2 -0.4 -0.2551
H 15.9583 -11.6385 4.3011 -0.1 0.1 0.0 0.1760
H 16.3573 -10.1697 3.3635 0.0 0.0 0.0 0.1528
H 16.3701 -11.7693 2.5906 0.1 0.1 0.0 0.2056
H 13.7855 -11.0431 4.8562 0.3 0.0 -0.1 0.1812
H 12.6185 -10.7458 3.6143 0.1 -0.1 -0.3 0.1936
H 14.8194 -8.7455 4.2441 0.0 0.2 0.1 0.1910
H 13.2387 -8.8306 5.0523 0.1 0.3 0.0 0.2225
H 12.2400 -8.6601 2.9430 -0.4 0.9 0.2 0.3967
H 13.7273 -9.3853 1.3537 -0.1 0.0 0.0 0.2310
H 14.8263 -8.1042 1.7455 -0.1 0.1 0.2 0.1777
H 12.0082 -7.7800 0.5981 0.0 0.1 0.1 0.2002
H 13.4926 -7.5310 -0.2883 0.2 -0.1 0.1 0.1939
H 13.0023 -5.2697 -0.7812 0.1 -0.2 0.1 0.1718
H 12.6079 -4.1984 0.5573 -0.2 0.0 0.2 0.2045
H 11.4271 -5.4338 0.0383 0.0 0.0 0.2 0.2294
```
Forces are in eV/Å.

## Properties
Lowest unoccupied orbital energy = -1.5 eV
Total energy = -1370.590320 Ha
Charge = 0
HOMO = -0.2066 Ha

***

Entry 3:
C12H23Cl10MgO2 as an isolated structure at a distorted geometry. Source: the Open Molecules 2025 dataset; level of theory: ωB97M-V/def2-TZVPD.

The geometry in XYZ format:
```
48
Properties=species:S:1:pos:R:3:forces:R:3:nbo_charge:R:1
Mg -0.5354 -4.0688 1.5580 0.8 1.0 0.6 1.8324
C -0.3366 -0.2595 0.9765 0.4 -0.2 0.2 -0.7414
C -0.4496 -1.7304 1.2216 1.1 -1.6 0.7 0.8159
O 0.1838 -2.3113 2.1763 -0.1 0.8 0.4 -0.8486
O -1.0584 -2.5801 0.4824 -1.4 0.6 -1.6 -0.8945
H 0.2196 -0.0863 0.0520 -0.2 -0.2 -0.2 0.2759
H 0.2832 0.1741 1.7578 -0.2 0.0 0.1 0.2639
H -1.2939 0.2509 0.9174 -0.1 -0.1 -0.1 0.2615
Cl 0.1219 5.7449 -0.1844 0.2 0.1 -0.2 -0.0389
C 0.0328 4.4491 -1.3984 -0.2 -0.3 -0.3 -0.3972
C 0.1193 3.0817 -0.7438 -1.3 0.4 0.5 -0.4090
Cl 1.5696 2.8871 0.2635 0.3 -0.4 -0.4 -0.0612
H 0.7623 4.5504 -2.2010 0.4 0.3 0.4 0.2244
H -0.9289 4.5843 -1.8933 -0.1 -0.3 0.2 0.2316
H -0.0697 2.2789 -1.4548 0.8 0.0 -0.2 0.2305
H -0.7034 2.9688 -0.0378 0.0 0.3 0.0 0.2165
Cl 3.4968 -2.4242 -0.2906 0.1 0.2 0.2 -0.1049
C 3.2505 -0.8042 -1.0610 -0.1 -0.7 -0.4 -0.3687
C 4.0529 -0.6997 -2.3437 0.2 0.3 0.2 -0.3928
Cl 5.7589 -0.3571 -1.9461 0.1 -0.1 0.0 -0.0506
H 3.5541 -0.0193 -0.3762 -0.1 -0.1 0.2 0.2362
H 2.1788 -0.8032 -1.2354 0.1 0.4 -0.2 0.2154
H 3.7170 0.1503 -2.9344 -0.2 0.0 0.0 0.2328
H 4.0451 -1.5967 -2.9541 -0.2 -0.1 0.1 0.2303
Cl 0.3544 0.1833 -3.1329 -0.1 -0.2 0.2 -0.0680
C -0.8269 -1.1608 -3.1852 -0.7 0.2 -0.2 -0.3877
C -2.0435 -0.8176 -4.0265 0.2 -0.1 -0.6 -0.3835
Cl -1.5155 -0.4653 -5.7035 -0.2 -0.1 0.0 -0.0525
H -1.1767 -1.3888 -2.1782 0.3 0.0 0.1 0.2212
H -0.3301 -2.0138 -3.6374 0.1 0.0 0.1 0.2271
H -2.6382 0.0290 -3.7013 0.3 0.1 0.2 0.2271
H -2.7104 -1.6772 -4.0830 0.1 -0.1 0.1 0.2269
Cl -3.3190 3.2245 0.6091 -0.3 0.3 0.2 -0.0596
C -4.7255 2.1538 0.8717 0.1 0.2 -0.5 -0.3870
C -4.3878 0.7882 0.3142 -1.3 -0.6 1.0 -0.3971
Cl -4.0535 0.6575 -1.4159 0.3 0.3 0.0 -0.0427
H -5.6319 2.5686 0.4315 0.3 0.2 -0.4 0.2320
H -4.9443 2.1208 1.9374 0.4 -0.3 0.1 0.2336
H -5.2790 0.1688 0.4513 0.1 0.0 0.1 0.2270
H -3.6091 0.3347 0.9229 0.3 0.0 -0.4 0.2007
Cl 4.1281 -2.7464 3.6607 0.1 0.1 0.2 -0.0422
C 2.7556 -1.7514 4.2120 -0.6 -0.4 -0.7 -0.4029
C 1.8839 -2.4947 5.2141 0.6 0.4 0.1 -0.3616
Cl 1.3172 -4.0756 4.5739 -0.1 -0.3 0.0 -0.1076
H 2.1611 -1.5537 3.3213 0.1 0.2 0.0 0.2283
H 3.1609 -0.8232 4.6017 -0.1 0.0 0.3 0.2411
H 0.9872 -1.9466 5.4847 0.0 0.2 -0.1 0.2309
H 2.4725 -2.6939 6.1070 -0.2 -0.3 0.0 0.2367
```
Forces are in eV/Å.

## Properties
Lowest unoccupied orbital energy = -6.7 eV
Total energy = -5423.337868 Ha
Charge = +1
Energy above the lowest of the compared OMol25 structures with the same formula, charge and spin = 37.9 kJ/mol
HOMO = -0.4586 Ha

***

Entry 4:
A 2-piece molecular cluster, C12H23F3IN2O3 overall. Source: the Open Molecules 2025 dataset; level of theory: ωB97M-V/def2-TZVPD.

The geometry in XYZ format:
```
44
Properties=species:S:1:pos:R:3:forces:R:3:nbo_charge:R:1
C -1.3030 2.3309 0.9091 -0.3 0.0 0.2 -0.6159
C -0.7017 0.9440 1.1181 0.0 0.0 0.2 -0.4525
C 0.7053 0.6691 0.5515 -0.4 0.1 -0.2 -0.2697
I 1.2857 2.0038 -1.0621 0.0 -0.1 0.1 0.1103
C 0.9145 -0.7524 -0.0064 0.2 0.0 -0.1 -0.2564
C -0.1302 -1.1950 -1.0399 0.1 -0.4 0.2 -0.4323
C 0.2078 -2.5563 -1.6717 -0.1 0.1 -0.1 -0.2361
C -0.9785 -3.1073 -2.4795 0.3 0.1 -0.2 -0.4194
C -1.4155 -2.1621 -3.6073 -0.2 -0.2 0.0 -0.0619
O -2.4912 -1.3007 -3.2603 0.3 0.1 0.2 -0.7051
C 0.6209 -3.6143 -0.6492 -0.2 0.0 -0.3 -0.2170
N 1.5899 -3.0563 0.3677 -0.4 -0.2 -0.3 -0.4970
C 0.9870 -1.8686 1.0515 -0.3 0.3 0.0 -0.1261
C 1.7639 -1.5904 2.3363 0.1 0.0 0.0 0.9698
F 1.0482 -0.8382 3.1636 0.1 -0.1 -0.1 -0.2873
F 2.0312 -2.7674 2.9504 0.0 0.1 0.0 -0.3248
F 2.9368 -0.9906 2.0987 -0.1 -0.1 0.0 -0.3046
H -2.1680 2.4349 1.5701 0.1 0.0 -0.1 0.2310
H -0.6083 3.1214 1.1961 0.0 -0.1 -0.2 0.2319
H -1.6657 2.4807 -0.1096 0.2 0.0 0.0 0.2162
H -1.4160 0.1974 0.7645 0.1 0.0 -0.1 0.1945
H -0.6234 0.8001 2.2007 0.0 -0.1 -0.1 0.2250
H 1.4369 0.8924 1.3234 0.1 0.0 -0.2 0.2321
H 1.8845 -0.7475 -0.5246 0.0 0.1 0.2 0.2237
H -0.2063 -0.4514 -1.8314 -0.1 0.0 0.1 0.2712
H -1.1060 -1.2888 -0.5543 0.0 0.2 -0.1 0.2092
H 1.0366 -2.4210 -2.3800 0.0 0.0 0.1 0.2188
H -0.6920 -4.0648 -2.9266 0.0 0.0 0.1 0.2275
H -1.8221 -3.3083 -1.8079 0.0 0.0 -0.1 0.2023
H -0.5739 -1.5270 -3.8989 0.0 0.0 0.0 0.1754
H -1.6974 -2.7449 -4.4892 0.0 0.0 0.1 0.1867
H -2.9711 -1.6617 -2.5105 -0.1 -0.1 -0.1 0.4648
H -0.2431 -3.9875 -0.0932 0.1 0.1 0.1 0.2244
H 1.1089 -4.4567 -1.1423 0.0 0.0 0.1 0.2412
H 1.8380 -3.7862 1.0381 0.1 0.1 0.1 0.4568
H 2.4282 -2.7588 -0.1361 0.2 0.0 0.2 0.4394
H -0.0294 -2.1561 1.3366 0.1 -0.1 0.2 0.2462
C 0.1914 7.0133 1.5786 -0.1 0.1 0.0 -0.4834
N -0.5719 5.7903 1.9465 0.0 0.0 0.0 0.5380
O -1.7462 5.7401 1.6618 -0.1 0.0 -0.1 -0.3605
O 0.0423 4.9066 2.5124 0.2 0.0 0.1 -0.3996
H -0.4856 7.6997 1.0854 0.0 0.0 0.0 0.2361
H 0.5895 7.4322 2.4975 0.0 0.0 0.0 0.2410
H 0.9992 6.7034 0.9227 0.0 0.0 0.0 0.2359
```
Forces are in eV/Å.

## Properties
Lowest unoccupied orbital energy = -3.1 eV
Total energy = -1403.244153 Ha
Charge = +1
HOMO = -0.4485 Ha